[1]
Molecular formula: C30H68N3O16
Method: DFT, ωB97M-V/def2-TZVPD

Properties
Gap between HOMO and LUMO in eV: 4.649
Lowest unoccupied orbital energy in eV: -0.6
F_max in eV/Å: 15.1
Energy relative to the best compared isomer or geometry (same formula, charge and spin) in eV: 5.527

The geometry in ORCA input format:
```
! wB97M-V def2-TZVPD RIJCOSX def2/J DEFGRID3
* xyz -1 1
C 19.790 32.875 3.502
C 20.407 32.970 4.907
O 19.734 33.240 5.925
N 21.918 32.604 5.123
H 21.744 31.674 5.617
H 22.534 32.545 4.375
C 22.513 33.436 6.187
H 19.209 33.720 3.389
H 19.105 31.852 3.438
H 20.464 33.041 2.775
H 23.565 33.098 6.525
H 21.972 33.564 7.168
H 22.716 34.492 5.922
N 21.866 29.244 6.245
O 23.100 29.488 6.433
O 21.530 28.506 5.417
O 21.100 30.186 6.419
N 23.001 31.889 2.151
O 22.603 31.108 3.011
O 23.053 31.436 1.022
O 23.151 33.103 2.488
C 25.348 33.991 8.461
C 25.802 35.405 8.850
C 25.810 36.221 7.659
O 24.889 35.963 9.671
H 24.290 33.835 8.198
H 25.270 33.226 9.355
H 26.049 33.526 7.676
H 26.786 35.309 9.245
H 24.963 36.134 7.161
H 26.444 35.899 6.957
H 26.256 37.331 7.759
H 24.514 35.424 10.357
C 18.949 36.331 4.007
C 20.122 36.634 3.150
C 21.075 37.651 3.707
O 20.785 35.432 2.674
H 18.538 37.275 4.622
H 19.181 35.595 4.840
H 18.184 35.980 3.283
H 19.944 37.024 2.010
H 22.069 37.602 3.250
H 21.170 37.558 4.655
H 20.723 38.621 3.436
H 21.647 35.685 2.344
C 21.272 35.604 0.471
C 22.512 34.905 1.007
C 23.779 35.582 0.505
O 22.507 35.051 2.367
H 21.327 36.804 0.528
H 20.521 35.347 0.847
H 21.177 35.353 -0.632
H 22.505 33.750 0.900
H 23.936 36.796 0.605
H 23.743 35.585 -0.508
H 24.728 35.141 0.736
H 22.853 34.164 2.838
C 19.994 31.805 -0.220
C 20.161 30.178 -0.177
C 21.353 29.711 -0.946
O 20.274 29.843 1.204
H 20.701 32.228 0.359
H 19.119 31.896 0.226
H 20.023 32.308 -1.272
H 19.302 29.601 -0.666
H 21.589 28.706 -1.025
H 22.175 30.362 -0.621
H 21.110 29.884 -1.939
H 20.841 30.354 1.494
C 17.141 29.934 4.918
C 17.834 28.923 3.960
C 17.158 28.889 2.571
O 19.184 29.354 3.782
H 17.199 30.966 4.658
H 17.676 30.204 5.804
H 16.269 29.781 5.292
H 17.818 27.953 4.333
H 16.087 28.425 2.582
H 17.808 28.343 2.060
H 17.011 29.849 1.978
H 19.669 29.371 4.509
C 21.084 36.049 9.474
C 21.510 36.672 8.218
C 20.575 37.718 7.777
O 22.786 37.386 8.283
H 21.799 35.335 9.795
H 20.105 35.566 9.637
H 21.224 36.712 10.408
H 21.911 35.981 7.488
H 19.674 37.305 7.460
H 20.958 38.514 7.006
H 20.506 38.372 8.569
H 23.609 36.742 8.531
C 21.854 32.251 10.157
C 21.031 31.057 9.609
C 20.397 30.326 10.851
O 20.057 31.436 8.668
H 22.683 32.590 9.577
H 22.651 32.056 10.828
H 21.199 32.856 10.567
H 21.748 30.264 9.351
H 19.839 30.992 11.373
H 21.096 29.772 11.379
H 19.652 29.472 10.700
H 20.389 30.885 7.911
C 29.139 31.355 4.176
C 27.713 32.107 4.240
C 26.675 31.547 5.237
O 25.528 31.989 5.182
C 27.082 30.272 5.941
C 28.429 29.721 5.889
C 29.417 30.101 4.897
O 30.401 29.496 4.538
H 29.823 31.696 3.349
H 27.438 32.863 3.689
H 26.385 30.032 6.694
H 28.659 28.646 6.266
*
```

Atom charges from the Mulliken analysis, given in e for atoms 1 to 99: C -0.495; C 1.006; O -0.541; N 1.577; H -0.354; H -0.125; C -1.383; H 0.459; H -0.288; H -0.183; H 0.110; H 0.379; H 0.578; N 0.890; O -0.655; O -0.651; O -0.615; N 0.983; O -0.598; O -0.640; O -0.933; C -0.345; C 0.729; C -1.884; O -0.555; H -0.293; H 0.368; H 0.163; H 0.295; H 0.547; H 0.621; H 0.214; H 0.343; C -1.152; C 0.965; C -1.569; O -0.272; H 0.286; H -0.013; H 0.317; H 0.126; H 0.339; H 0.179; H 0.463; H 0.376; C -2.012; C 2.071; C -1.715; O -0.718; H 0.170; H 0.682; H 0.431; H -0.557; H 0.208; H 0.552; H 0.356; H 0.654; C -0.059; C 0.459; C -1.501; O -0.373; H -0.659; H 0.380; H 0.343; H 0.285; H 0.441; H 0.136; H 0.540; H 0.110; C -1.823; C 0.450; C -1.380; O -0.313; H 0.419; H 0.466; H 0.656; H 0.473; H 0.323; H 0.469; H 0.210; H 0.121; C -1.281; C 2.473; C -1.854; O -0.743; H 0.054; H 0.397; H 0.286; H -0.821; H 0.388; H 0.269; H 0.569; H 0.221; C -1.444; C 0.858; C -1.684; O -0.557; H -0.047; H 0.523

---

[2]
Molecular formula: C30H69NO11
Method: DFT, ωB97M-V/def2-TZVPD

Properties
Gap between HOMO and LUMO in eV: 6.806
Lowest unoccupied orbital energy in eV: -2.3
F_max in eV/Å: 9.6
Energy relative to the best compared isomer or geometry (same formula, charge and spin) in eV: 4.140

The geometry in ORCA input format:
```
! wB97M-V def2-TZVPD RIJCOSX def2/J DEFGRID3
* xyz 0 1
C 1.125 1.277 -1.199
C -0.436 1.104 -1.332
O -0.936 1.310 -2.418
N -1.244 0.548 -0.214
H -0.633 0.495 0.683
H -1.912 1.163 0.010
C -2.178 -0.453 -0.540
H 1.166 1.691 -0.081
H 1.554 1.851 -1.933
H 1.593 0.235 -1.057
H -2.961 -0.370 0.163
H -1.701 -1.353 -0.351
H -2.537 -0.549 -1.454
O 0.155 -0.399 1.676
H 0.543 -1.099 1.928
C 1.013 -4.903 -0.453
C 0.713 -3.574 0.530
C 1.464 -3.708 1.796
O 1.072 -2.366 -0.082
H 1.018 -6.029 0.024
H 1.772 -4.506 -1.140
H 0.241 -4.819 -1.249
H -0.406 -3.559 0.572
H 1.105 -4.600 2.436
H 1.435 -2.607 2.240
H 2.520 -4.057 1.716
H 0.604 -1.612 0.263
C -1.021 4.099 3.291
C -0.630 2.753 3.646
C -1.197 2.216 4.915
O -1.187 1.812 2.600
H -1.908 4.695 3.648
H -0.831 4.412 2.134
H -0.317 4.946 3.721
H 0.692 2.725 3.668
H -2.228 2.294 5.084
H -0.897 2.653 5.776
H -0.853 1.230 5.018
H -0.779 1.049 2.722
C -3.037 4.738 0.298
C -3.583 3.361 -0.032
C -3.693 3.066 -1.546
O -2.908 2.417 0.759
H -3.836 5.388 -0.134
H -2.020 4.864 -0.175
H -3.178 4.861 1.281
H -4.344 3.152 0.471
H -4.231 4.015 -2.081
H -4.032 2.163 -1.576
H -2.736 3.307 -2.109
H -3.213 2.646 1.617
C 5.421 -1.825 -2.751
C 4.520 -2.501 -1.592
C 4.910 -2.230 -0.128
O 3.228 -1.787 -1.861
H 5.255 -1.771 -3.707
H 6.329 -2.266 -2.528
H 5.575 -0.755 -2.458
H 4.122 -3.499 -1.587
H 4.963 -1.175 0.168
H 5.843 -2.687 0.109
H 4.366 -2.681 0.820
H 2.480 -2.020 -1.352
C -3.737 -0.440 3.747
C -2.583 -1.604 3.722
C -2.964 -2.929 4.291
O -2.216 -1.645 2.350
H -3.750 -0.238 4.840
H -4.633 -0.794 3.480
H -3.530 0.355 3.149
H -1.791 -1.053 4.230
H -2.229 -3.831 4.243
H -3.802 -3.354 3.844
H -3.523 -2.897 5.243
H -1.263 -1.305 2.285
C 2.076 4.793 -3.668
C 1.258 4.714 -4.923
C 0.509 3.446 -4.965
O 0.273 5.763 -4.904
H 2.513 3.920 -3.346
H 1.345 4.918 -2.929
H 2.943 5.663 -3.743
H 1.853 4.560 -5.705
H 1.320 2.672 -5.278
H -0.185 3.233 -5.585
H -0.052 3.148 -3.976
H 0.624 6.421 -5.296
C 4.376 1.882 2.529
C 3.578 0.665 2.423
C 3.931 -0.559 3.352
O 2.256 0.939 2.898
H 4.112 2.327 3.517
H 4.209 2.787 1.952
H 5.696 1.759 2.616
H 3.511 0.392 1.375
H 4.859 -0.877 2.919
H 3.173 -1.404 3.212
H 4.003 -0.308 4.402
H 1.587 0.391 2.346
C -2.716 -5.404 -3.119
C -2.425 -5.983 -4.481
C -2.407 -5.026 -5.728
O -2.250 -5.339 -6.874
C -2.681 -3.618 -5.428
C -3.071 -3.160 -4.079
C -3.116 -4.022 -2.839
O -3.536 -3.734 -1.664
H -2.539 -6.095 -2.294
H -2.123 -6.947 -4.653
H -2.841 -2.805 -6.230
H -3.211 -2.105 -3.875
*
```

Atom charges from the Mulliken analysis, given in e for atoms 1 to 99: C -0.174; C 0.727; O -0.587; N 2.017; H -0.490; H -0.415; C -1.495; H 0.102; H 0.343; H -0.315; H 0.446; H 0.212; H 0.759; O -0.375; H -0.336; C -1.047; C 0.583; C -0.688; O -0.361; H 0.277; H 0.167; H 0.272; H 0.133; H 0.410; H -0.238; H 0.280; H -0.114; C -1.257; C 1.122; C -1.846; O 0.118; H 0.360; H 0.152; H 0.355; H -0.074; H 0.355; H 0.604; H 0.390; H -0.470; C -1.495; C 0.059; C -1.284; O -0.477; H 0.466; H 0.199; H 0.499; H 0.803; H 0.329; H 0.518; H 0.103; H 0.129; C -1.528; C 0.476; C -0.888; O -0.484; H 0.517; H 0.386; H 0.330; H 0.308; H 0.135; H 0.529; H 0.014; H 0.239; C -1.193; C 1.013; C -1.532; O -0.272; H 0.377; H 0.564; H -0.074; H 0.071; H 0.231; H 0.436; H 0.387; H 0.174; C -1.198; C 0.425; C -1.096; O -0.506; H 0.356; H 0.345; H 0.258; H 0.387; H 0.290; H 0.607; H -0.101; H 0.258; C -1.469; C 1.256; C -1.003; O -0.334; H 0.311; H 0.362; H 0.216; H -0.199; H 0.403; H 0.046; H 0.310; H 0.093

---

[3]
Molecular formula: C30H72N5O7
Method: DFT, ωB97M-V/def2-TZVPD

Properties
Gap between HOMO and LUMO in eV: 8.779
Lowest unoccupied orbital energy in eV: -7.6
F_max in eV/Å: 10.5

The geometry in ORCA input format:
```
! wB97M-V def2-TZVPD RIJCOSX def2/J DEFGRID3
* xyz 3 1
N -0.502 -0.033 1.099
O 0.624 0.303 0.649
O -1.390 -0.150 0.265
O -0.643 -0.308 2.286
C 3.402 0.493 -2.128
O 2.104 0.982 -2.066
C 1.290 0.312 -1.167
C -0.028 0.994 -1.273
N -0.418 1.316 -2.771
H 0.287 1.956 -3.108
H -0.422 0.462 -3.311
C -1.804 1.920 -3.052
C -1.783 2.789 -4.422
O -1.265 2.020 -5.498
C -1.322 2.578 -6.732
H 3.935 0.502 -1.177
H 3.997 1.084 -2.824
H 3.359 -0.483 -2.611
H 1.626 0.461 -0.141
H 0.970 -0.704 -1.399
H -0.026 1.931 -0.715
H -0.861 0.401 -0.897
H -2.095 2.562 -2.221
H -2.386 1.020 -3.249
H -0.970 3.498 -4.265
H -2.696 3.328 -4.676
H -2.352 2.747 -7.046
H -0.783 2.000 -7.482
H -0.775 3.517 -6.650
C 3.372 2.938 4.115
O 2.646 1.810 3.650
C 1.667 2.147 2.676
C 2.311 2.238 1.225
N 3.314 1.089 1.068
H 4.066 1.175 0.398
H 3.797 1.058 1.954
C 2.698 -0.290 0.895
C 3.722 -1.350 0.951
O 4.543 -1.134 -0.130
C 5.096 -2.351 -0.613
H 3.907 3.583 3.418
H 4.128 2.545 4.795
H 2.624 3.448 4.721
H 1.267 3.095 3.036
H 0.928 1.354 2.796
H 2.966 3.092 1.052
H 1.567 2.117 0.437
H 2.118 -0.263 -0.028
H 2.016 -0.394 1.738
H 3.184 -2.298 0.985
H 4.240 -1.419 1.907
H 5.888 -2.099 -1.319
H 4.353 -2.894 -1.198
H 5.474 -3.010 0.168
C -2.603 0.006 5.822
C -2.453 0.189 4.292
C -3.718 0.731 3.606
N -3.644 1.097 2.103
C -5.077 1.676 1.705
C -4.990 2.246 0.231
C -3.898 3.202 0.011
C -2.490 2.602 0.374
C -2.516 2.168 1.821
C -3.457 -0.188 1.253
H -1.834 -0.678 6.179
H -3.557 -0.479 6.029
H -2.508 0.924 6.401
H -1.953 -0.661 3.827
H -1.584 0.819 4.100
H -4.091 1.638 4.081
H -4.613 0.111 3.654
H -5.402 2.400 2.453
H -5.736 0.814 1.804
H -5.818 2.948 0.128
H -5.126 1.483 -0.535
H -4.070 4.067 0.652
H -3.963 3.595 -1.003
H -1.812 3.433 0.181
H -2.130 1.813 -0.286
H -2.596 2.978 2.546
H -1.552 1.701 2.023
H -3.242 0.053 0.212
H -4.355 -0.776 1.444
H -2.556 -0.727 1.545
C -1.008 -2.738 2.451
C -0.122 -2.397 1.281
C -0.091 -3.500 0.202
N 0.487 -3.118 -1.195
C 1.696 -2.111 -1.109
C 2.500 -2.062 -2.490
C 2.978 -3.479 -2.866
C 1.683 -4.310 -3.144
C 0.930 -4.515 -1.805
C -0.655 -2.366 -2.033
H -1.212 -1.895 3.111
H -0.549 -3.532 3.039
H -1.991 -3.095 2.146
H 0.843 -2.019 1.620
H -0.586 -1.497 0.879
H -1.088 -3.916 0.058
H 0.343 -4.402 0.633
H 2.432 -2.435 -0.373
H 1.204 -1.193 -0.787
H 3.351 -1.441 -2.210
H 1.947 -1.526 -3.260
H 3.561 -3.833 -2.016
H 3.712 -3.434 -3.670
H 1.917 -5.274 -3.597
H 1.094 -3.788 -3.898
H 1.629 -5.013 -1.134
H 0.046 -5.138 -1.942
H -1.158 -1.506 -1.591
H -1.356 -3.199 -2.095
H -0.156 -2.133 -2.973
*
```

Atom charges from the Mulliken analysis, given in e for atoms 1 to 99: N 0.018; O -0.605; O -0.498; O -0.587; C -0.425; O -0.477; C 1.115; C -2.966; N 0.220; H 0.554; H 0.452; C -0.228; C -0.961; O -0.282; C -0.754; H -0.246; H 0.570; H 0.481; H -0.062; H 0.552; H 1.593; H -0.500; H 0.147; H 0.351; H 0.406; H 0.519; H 0.307; H 0.242; H 0.337; C -0.792; O -0.473; C -0.100; C 0.487; N 0.656; H 0.830; H 0.587; C 0.062; C -1.873; O -0.460; C -0.887; H 0.313; H 0.315; H 0.383; H 0.942; H -0.484; H 0.726; H -0.755; H -0.085; H 0.438; H 0.685; H 0.747; H 0.308; H -0.056; H 0.401; C -1.500; C 0.474; C -0.976; N 0.227; C -0.638; C -0.581; C -0.823; C 0.971; C -0.143; C -0.957; H 0.449; H 0.373; H 0.345; H -0.345; H 0.018; H 0.476; H 0.697; H 0.458; H 0.449; H 0.451; H 0.252; H 0.405; H 0.409; H 0.679; H -1.319; H 0.727; H -0.508; H 0.040; H 0.608; H 0.450; C -1.487; C 1.250; C -1.295; N 0.643; C 0.207; C -2.074; C -1.099; C -0.969; C -0.610; C -0.414; H 0.345; H 0.607; H 0.423; H -0.256; H -0.588

---

[4]
Molecular formula: C30H73FO12
Method: DFT, ωB97M-V/def2-TZVPD

Properties
Structure (SMILES): COC[C@H](CC(=O)F)OC=O.CC(C)O.CC(C)O.CC(C)O.CC(C)O.CC(C)O.CC(C)O.CC(C)O.CC(C)O
Gap between HOMO and LUMO in eV: 9.761
Lowest unoccupied orbital energy in eV: 0.5
F_max in eV/Å: 4.3

The geometry in ORCA input format:
```
! wB97M-V def2-TZVPD RIJCOSX def2/J DEFGRID3
* xyz 0 1
C -1.709 -2.393 -0.319
O -0.609 -2.969 0.375
C 0.556 -2.147 0.250
C 1.704 -2.815 -0.554
C 1.156 -3.713 -1.720
C 0.958 -5.178 -1.340
O 0.215 -5.596 -0.585
F 1.777 -6.081 -1.975
O 2.712 -3.483 0.223
C 2.260 -4.058 1.399
O 2.314 -5.213 1.507
H -2.640 -2.950 -0.103
H -1.588 -2.409 -1.425
H -1.900 -1.332 -0.025
H 0.236 -1.275 -0.355
H 0.873 -1.725 1.221
H 2.220 -1.987 -1.072
H 1.909 -3.698 -2.531
H 0.247 -3.280 -2.164
H 1.921 -3.442 2.255
C -3.566 2.635 2.040
C -2.371 1.721 1.823
C -1.321 2.379 0.944
O -2.804 0.502 1.217
H -4.050 2.872 1.088
H -4.315 2.145 2.665
H -3.267 3.569 2.520
H -1.929 1.460 2.787
H -1.730 2.607 -0.046
H -0.475 1.705 0.790
H -0.955 3.303 1.391
H -3.198 0.717 0.363
C 3.225 0.158 -3.238
C 2.262 1.040 -2.457
C 2.725 2.487 -2.451
O 2.158 0.560 -1.113
H 4.220 0.175 -2.783
H 2.888 -0.881 -3.228
H 3.309 0.490 -4.274
H 1.265 0.975 -2.898
H 3.703 2.580 -1.972
H 2.031 3.109 -1.879
H 2.794 2.883 -3.465
H 3.034 0.613 -0.712
C 3.140 1.728 -7.699
C 2.365 2.688 -6.810
C 2.147 4.026 -7.499
O 3.077 2.890 -5.587
H 4.129 2.132 -7.935
H 3.297 0.776 -7.190
H 2.609 1.540 -8.634
H 1.400 2.249 -6.548
H 3.104 4.504 -7.729
H 1.598 4.708 -6.847
H 1.587 3.906 -8.428
H 3.934 3.278 -5.804
C -4.866 -4.950 2.603
C -4.821 -3.513 2.114
C -6.185 -2.849 2.219
O -4.380 -3.487 0.756
H -5.555 -5.542 2.002
H -3.884 -5.416 2.512
H -5.182 -5.002 3.649
H -4.092 -2.947 2.697
H -6.921 -3.375 1.604
H -6.140 -1.821 1.854
H -6.540 -2.837 3.252
H -5.015 -3.986 0.229
C 2.644 6.164 2.208
C 1.980 5.018 2.953
C 2.972 3.903 3.249
O 0.903 4.502 2.170
H 3.040 5.823 1.249
H 1.921 6.953 1.992
H 3.463 6.593 2.789
H 1.550 5.383 3.888
H 3.380 3.492 2.321
H 2.480 3.082 3.774
H 3.800 4.264 3.864
H 1.270 4.175 1.340
C -3.825 -8.993 -0.023
C -4.890 -8.281 0.796
C -6.236 -8.979 0.681
O -5.011 -6.930 0.351
H -4.091 -8.999 -1.084
H -2.867 -8.477 0.062
H -3.695 -10.025 0.309
H -4.584 -8.245 1.843
H -6.582 -8.985 -0.357
H -6.993 -8.452 1.265
H -6.178 -10.011 1.033
H -5.280 -6.947 -0.576
C 4.615 5.398 -2.785
C 3.832 6.351 -1.897
C 3.609 7.691 -2.582
O 4.536 6.551 -0.672
H 5.605 5.804 -3.016
H 4.773 4.448 -2.276
H 4.088 5.209 -3.722
H 2.868 5.905 -1.642
H 4.565 8.175 -2.805
H 3.054 8.367 -1.929
H 3.054 7.571 -3.514
H 5.391 6.946 -0.879
C 0.056 -0.921 6.528
C 0.133 0.521 6.049
C -1.218 1.212 6.156
O 0.581 0.551 4.694
H -0.646 -1.495 5.917
H 1.029 -1.406 6.438
H -0.265 -0.975 7.570
H 0.871 1.065 6.642
H -1.962 0.707 5.532
H -1.150 2.242 5.800
H -1.578 1.222 7.187
H -0.064 0.073 4.158
*
```

Atom charges from the Mulliken analysis, given in e for atoms 1 to 99: C 0.341; O -0.245; C -0.771; C 0.547; C -0.559; C 0.288; O -0.333; F -0.322; O -0.409; C 0.169; O -0.409; H -0.141; H 0.195; H -0.029; H 0.308; H 0.486; H -0.023; H 0.365; H 0.365; H 0.363; C -1.531; C 0.922; C -1.089; O -0.470; H 0.389; H 0.374; H 0.372; H -0.292; H 0.366; H 0.217; H 0.371; H 0.298; C -1.045; C 0.517; C -0.944; O -0.488; H 0.335; H 0.259; H 0.151; H 0.275; H 0.340; H 0.279; H 0.127; H 0.294; C -1.284; C 0.412; C -1.380; O -0.477; H 0.332; H 0.314; H 0.401; H 0.254; H 0.333; H 0.328; H 0.408; H 0.248; C -1.212; C 0.566; C -1.442; O -0.531; H 0.196; H 0.271; H 0.453; H 0.275; H 0.340; H 0.321; H 0.394; H 0.252; C -0.976; C 0.323; C -1.047; O -0.418; H 0.046; H 0.316; H 0.394; H 0.253; H 0.249; H 0.159; H 0.403; H 0.259; C -1.380; C 0.529; C -1.341; O -0.473; H 0.356; H 0.319; H 0.388; H 0.251; H 0.332; H 0.330; H 0.389; H 0.300; C -1.123; C 0.726; C -1.510; O -0.550; H 0.483; H 0.274; H 0.148

---

Results for HOMO energy: -0.192, -0.334, -0.600, -0.341 (in Eh, following the order of the records).